[1]
DFT (wB97M-V/def2-TZVPD) results for a structure of composition C32H43BiN3P in a non-equilibrium geometry.

The calculation puts the LUMO energy at -0.245 hartree. For the energy above the lowest of the compared OMol25 structures with the same formula, charge and spin, the calculation gives 37.6 kJ/mol. The charge is +2. The energy comes out at -53465.556 eV.

Structure (XYZ):
```
80
C32H43BiN3P, DFT wB97M-V/def2-TZVPD
Bi 1.0036 -0.2486 0.4347
C 4.9346 -2.6892 2.1867
C 4.5242 -1.5519 1.2788
C 4.4356 -0.2003 1.5978
C 4.2096 0.8081 0.6335
C 3.8983 0.4971 -0.6256
C 3.7521 -0.8225 -0.9186
C 4.0747 -1.7989 -0.0279
H 5.0909 -3.6117 1.6234
H 4.1994 -2.8672 2.9482
H 5.8386 -2.4901 2.7302
H 4.6413 0.1060 2.6742
H 4.1532 1.8508 0.9371
H 3.7958 1.2802 -1.3194
H 3.4503 -0.9804 -1.9527
H 4.0393 -2.8546 -0.3317
C 0.9904 1.7849 -2.7142
C 0.7846 0.3747 -3.3057
C 0.0221 0.5276 -4.6454
P 0.1503 -0.7477 -2.0050
C 0.6848 -2.4388 -2.3509
C 0.1291 -3.0757 -3.6361
C 0.3892 -3.2750 -1.0915
C -1.6031 -0.5669 -1.7151
C -2.5393 -0.7017 -2.7403
C -3.8965 -0.7301 -2.5070
C -4.8679 -1.0156 -3.6308
C -4.2566 -0.6016 -1.1858
C -3.3831 -0.4135 -0.1403
C -2.0228 -0.3169 -0.3997
N -1.0949 -0.0910 0.6781
C -1.5589 0.2980 1.9612
C -2.0571 1.6117 2.1189
C -2.3748 2.4958 0.8645
C -2.3172 2.1124 3.3965
C -2.0857 1.3496 4.5187
C -2.1918 1.9191 5.8809
C -1.7449 -0.0061 4.3295
C -1.4345 -0.5415 3.1011
C -1.2377 -1.9984 2.9339
H 1.4039 2.4930 -3.4800
H 1.6961 1.8155 -1.8678
H 0.0065 2.1203 -2.5368
H 1.7760 -0.0635 -3.5521
H -0.9422 0.7925 -4.3397
H -0.0625 -0.4298 -5.1578
H 0.5140 1.2341 -5.2824
H 1.8063 -2.1738 -2.4144
H -0.8926 -2.9091 -3.8336
H 0.1987 -4.1273 -3.5886
H 0.6505 -2.7866 -4.5609
H -0.6899 -3.3682 -0.9214
H 0.8920 -2.8679 -0.1995
H 0.9220 -4.3130 -1.1984
H -2.1913 -0.8882 -3.7985
H -5.4760 -0.1822 -3.8748
H -5.4357 -1.9465 -3.5484
H -4.2402 -1.1891 -4.4922
H -5.2806 -0.7864 -0.8540
H -3.7626 -0.4772 0.8283
H -1.6898 2.2239 0.0162
H -2.3649 3.5825 0.9810
H -3.3633 2.1903 0.4886
H -2.6921 3.1191 3.4591
H -3.0203 1.4337 6.4479
H -2.2093 2.9919 5.8362
H -1.2196 1.7212 6.4328
H -1.7477 -0.6821 5.1905
H -0.3587 -2.2947 2.4212
H -2.0159 -2.3661 2.2573
H -1.3055 -2.6365 3.8465
N 0.9513 3.2399 0.1618
C 1.4076 4.2682 0.8982
C 1.7956 3.7942 2.1314
C 1.6078 2.4242 2.0819
N 1.0850 2.0785 0.8965
H 0.5083 3.2452 -0.7883
H 1.3686 5.3068 0.4805
H 2.0736 4.3819 3.0312
H 1.7718 1.6510 2.8185
```

Let us look at the Mulliken charges, expressed in e, one per atom: 0.8545, -1.3906, 0.6277, -0.5644, -0.4812, -0.6229, -0.8347, -0.1906, 0.4129, 0.2946, 0.4059, 0.3767, 0.4959, 0.6570, 0.7101, 0.3881, -1.3058, 0.8777, -1.7962, 0.0459, 0.9422, -1.4128, -1.3250, 0.8197, -0.7269, 0.0702, -1.6470, -0.7667, -1.3058, 0.6784, 0.3561, -0.5050, 1.3228, -1.1658, -1.0396, 0.4052, -1.4509, -0.8571, 0.8770, -1.4217, 0.3890, -0.0533, 0.4608, 0.4925, 0.6207, 0.3070, 0.4386, 0.0924, 0.2912, 0.4538, 0.4162, 0.3066, 0.2255, 0.4690, 0.0221, 0.3604, 0.3601, 0.3922, 0.4293, 0.7677, -0.1385, 0.4649, 0.4325, 0.5182, 0.3248, 0.4008, 0.3414, 0.4475, 0.1427, 0.3130, 0.4311, -0.1694, -0.2543, -0.9574, -0.4874, 0.6035, 0.1436, 0.4555, 0.4557, 0.4817

***

[2]
DFT (wB97M-V/def2-TZVPD) results for a structure of composition C32H43BrCaN4P2.

The calculation puts the LUMO energy at -0.033 hartree. For the energy above the lowest of the compared OMol25 structures with the same formula, charge and spin, the calculation gives 19.5 kJ/mol. The energy comes out at -146901.259 eV.

Structure (XYZ):
```
83
C32H43BrCaN4P2, DFT wB97M-V/def2-TZVPD
Ca 0.2705 1.5518 0.1378
C 5.8929 1.9264 -1.5054
C 4.8103 2.4236 -0.5878
C 5.0119 3.4435 0.3323
C 3.9794 3.8724 1.1443
C 2.7534 3.2479 0.9958
Br 1.2764 3.8151 2.0395
N 2.5228 2.2773 0.1341
C 3.5366 1.8759 -0.6362
H 6.8060 2.5076 -1.3862
H 5.5828 1.9981 -2.5483
H 6.1314 0.8813 -1.3029
H 5.9848 3.9158 0.4087
H 4.1043 4.6715 1.8597
H 3.3110 1.0868 -1.3470
C 2.6630 -1.1637 2.5792
P 1.0174 -0.6496 1.9814
C 0.3744 -2.2767 1.3266
N 0.8779 -3.3684 1.8322
C 0.3544 -4.5588 1.4497
C 0.8853 -5.7652 1.9801
C 0.3245 -6.9532 1.6351
C -0.7883 -7.0012 0.7451
C -1.3057 -5.8613 0.2180
C -0.7326 -4.6072 0.5624
N -1.2258 -3.4711 0.0135
C -0.6856 -2.3295 0.3411
P -1.3022 -0.7698 -0.4809
C -3.0998 -1.0518 -0.4483
C -0.8135 -1.0012 -2.2667
C -1.3917 -2.2478 -2.9280
C 0.7175 -1.0587 -2.3116
C -1.2956 0.2596 -3.0002
C -0.0002 -0.4414 3.5342
C 0.7664 0.5362 4.4319
C -1.3376 0.1857 3.1229
C -0.2554 -1.7409 4.2900
H 2.6094 -1.9962 3.2795
H 3.1497 -0.3068 3.0436
H 3.2627 -1.4720 1.7225
H 1.7248 -5.7012 2.6596
H 0.7197 -7.8743 2.0428
H -1.2201 -7.9590 0.4868
H -2.1447 -5.8704 -0.4653
H -3.3436 -2.0518 -0.8057
H -3.5749 -0.2923 -1.0708
H -3.4717 -0.9258 0.5684
H -1.1394 -3.1729 -2.4067
H -0.9981 -2.3068 -3.9477
H -2.4785 -2.1822 -3.0041
H 1.1253 -1.9206 -1.7757
H 1.1788 -0.1484 -1.9092
H 1.0454 -1.1215 -3.3521
H -2.3828 0.3609 -2.9865
H -0.9864 0.1877 -4.0479
H -0.8821 1.1814 -2.5797
H 1.0775 1.4362 3.8967
H 1.6520 0.0726 4.8683
H 0.1168 0.8495 5.2536
H -1.2178 1.1701 2.6596
H -1.9638 0.3283 4.0079
H -1.8956 -0.4469 2.4284
H 0.6676 -2.2753 4.5218
H -0.9048 -2.4187 3.7333
H -0.7537 -1.5034 5.2348
C -3.2259 2.9294 0.3572
C -3.0899 3.2636 -1.0987
C -4.2173 3.4802 -1.8781
C -4.1293 3.7801 -3.2358
C -2.8544 3.8696 -3.7947
C -1.7045 3.6608 -3.0516
C -0.3510 3.7248 -3.6950
C -1.7667 3.3148 -1.6592
N -0.6767 2.9863 -0.9469
H -4.2527 3.0706 0.7062
H -2.5512 3.5482 0.9580
H -2.9456 1.8870 0.5791
H -5.1977 3.4226 -1.4091
H -5.0167 3.9509 -3.8314
H -2.7551 4.1114 -4.8508
H -0.4182 4.1041 -4.7181
H 0.1334 2.7393 -3.7206
H 0.3262 4.3563 -3.1134
```

Let us look at the Mulliken charges, expressed in e, one per atom: 1.4284, -1.3596, 0.4967, -0.3748, -0.7111, 0.1837, -0.0400, -0.0074, -0.6672, 0.3783, 0.3385, 0.3072, 0.3680, 0.4584, 0.4990, -1.6608, 1.2876, 0.1010, -0.3852, 0.2896, -0.5558, -0.4943, -0.5270, -0.7246, 0.1328, -0.2866, -0.1935, 0.9046, -1.8269, 2.3285, -1.7978, -1.8909, -1.4517, 2.0039, -1.8276, -1.9287, -1.9238, 0.4058, 0.4334, 0.4451, 0.4587, 0.3981, 0.4009, 0.4695, 0.4591, 0.3422, 0.4555, 0.3011, 0.5120, 0.3827, 0.3316, 0.1823, 0.5458, 0.2608, 0.6628, -0.4866, 0.2348, 0.3832, 0.4958, 0.3349, 0.6114, 0.2613, 0.3209, 0.3402, 0.5238, -0.8783, 1.2959, -0.7640, -0.8056, -0.7269, 1.4141, -1.3121, -0.5815, -1.1011, 0.4261, 0.1672, -0.2194, 0.3096, 0.3782, 0.3156, 0.4119, 0.0903, 0.2423

***

[3]
DFT (wB97M-V/def2-TZVPD) results for a structure of composition C32H43F12GeN3O2ReSi3.

As for the multiplicity: 3. The calculation puts the LUMO energy (spin up / spin down) at -0.162 / -0.137 hartree. For the energy above the lowest of the compared OMol25 structures with the same formula, charge and spin, the calculation gives 6.6 kJ/mol. The charge is +1. The energy comes out at -157336.044 eV.

Structure (XYZ):
```
97
C32H43F12GeN3O2ReSi3, DFT wB97M-V/def2-TZVPD
Re -0.3646 -0.8527 0.2422
C 4.1836 0.4812 -4.8411
C 3.4659 0.1830 -3.5554
C 3.7231 0.9129 -2.4001
C 3.0460 0.6367 -1.2270
C 2.0897 -0.3673 -1.1958
N 1.4935 -0.6582 0.0863
C 2.3619 -1.2800 1.0593
C 3.5380 -1.8716 0.5986
C 4.3886 -2.5365 1.4575
C 4.0925 -2.6449 2.8095
C 4.9914 -3.3915 3.7514
C 2.9205 -2.0550 3.2623
C 2.0359 -1.3859 2.4217
C 0.8291 -0.6634 3.0261
O -0.2274 -0.4944 2.1536
C 0.1949 -1.4120 4.2388
F 0.9254 -1.3984 5.3519
F -0.9882 -0.8894 4.5421
F -0.0122 -2.7019 3.9081
C 1.3412 0.7303 3.4621
F 1.8643 1.3384 2.3936
F 0.3674 1.5048 3.9337
F 2.2946 0.6509 4.3901
C 1.7728 -1.0875 -2.3507
C 2.4977 -0.8132 -3.5065
C 0.6331 -2.1060 -2.3122
O -0.4191 -1.6318 -1.5538
C 0.0403 -2.4319 -3.7196
F -1.1417 -3.0273 -3.6011
F -0.1489 -1.3357 -4.4501
F 0.8484 -3.2472 -4.4114
C 1.1242 -3.4538 -1.6980
F 2.3390 -3.7810 -2.1322
F 0.2953 -4.4668 -1.9492
F 1.1909 -3.3442 -0.3536
H 5.1541 0.9384 -4.6546
H 3.6018 1.1732 -5.4530
H 4.3375 -0.4250 -5.4258
H 4.4721 1.6950 -2.4132
H 3.2701 1.1746 -0.3140
H 3.7899 -1.8209 -0.4505
H 5.2935 -2.9822 1.0636
H 6.0284 -3.3488 3.4219
H 4.7050 -4.4437 3.8038
H 4.9340 -2.9830 4.7595
H 2.7049 -2.1112 4.3188
H 2.3039 -1.3741 -4.4094
N -2.3946 -4.3546 1.3415
C -3.4189 -3.9192 0.5301
C -3.0379 -2.7063 0.0666
N -1.8028 -2.3992 0.6034
C -1.4405 -3.4225 1.3608
H -2.3538 -5.2339 1.8307
H -4.3079 -4.4986 0.3612
H -3.5542 -2.0365 -0.5959
H -0.5280 -3.4977 1.9275
C 0.9068 4.0614 1.2814
Si -0.2446 3.5972 -0.1162
C 0.6938 3.7019 -1.7377
C -1.6642 4.8250 -0.0531
Ge -1.4566 1.5029 0.0723
Si -3.1624 1.5844 1.7973
C -3.7271 -0.1202 2.3510
C -4.5902 2.4666 0.9542
C -2.6743 2.5765 3.3041
Si -2.4512 1.3532 -2.1298
C -3.5832 2.8170 -2.4864
C -3.4597 -0.2281 -2.3088
C -1.1213 1.3950 -3.4508
H 1.0857 5.1367 1.1790
H 1.8704 3.5616 1.2304
H 0.4771 3.8861 2.2673
H 1.5007 4.4301 -1.6217
H 0.0544 4.0431 -2.5527
H 1.1400 2.7516 -2.0327
H -1.2530 5.8302 -0.1825
H -2.1460 4.7968 0.9271
H -2.4278 4.6760 -0.8156
H -4.4527 -0.5476 1.6560
H -4.2171 -0.0310 3.3241
H -2.8989 -0.8160 2.4789
H -5.0439 1.8677 0.1624
H -4.2980 3.4294 0.5325
H -5.3592 2.6609 1.7074
H -2.0311 2.0164 3.9775
H -3.5946 2.8197 3.8425
H -2.1778 3.5164 3.0547
H -4.2841 3.0661 -1.6904
H -4.1716 2.5605 -3.3718
H -3.0062 3.7103 -2.7309
H -4.1568 -0.3833 -1.4816
H -2.8093 -1.1011 -2.4081
H -4.0528 -0.1581 -3.2244
H -0.8403 2.4200 -3.6898
H -1.4972 0.9324 -4.3655
H -0.2192 0.8598 -3.1543
```

Let us look at the Mulliken charges, expressed in e, one per atom: 0.1406, -1.5605, 0.4365, -0.9445, -0.4122, 0.4123, 1.2566, 0.4979, -0.4412, -1.1631, 0.2396, -1.7120, -0.5900, -1.2764, 2.3843, -1.1252, 0.2845, -0.2289, -0.1513, -0.2533, 0.4003, -0.2009, -0.2223, -0.2676, -0.8865, -0.7887, 2.0826, -0.2855, 0.1125, -0.2354, -0.1486, -0.2883, 0.1932, -0.2982, -0.2956, -0.0157, 0.4099, 0.2816, 0.4230, 0.4372, 0.5672, 0.5531, 0.4556, 0.4082, 0.3063, 0.4058, 0.6028, 0.5759, 0.0388, -0.9706, -0.3891, 0.3011, -0.8064, 0.2648, 0.4405, 0.1828, 0.6217, -1.1117, 0.7836, -0.9696, -1.0325, 0.0052, 0.7588, -0.6970, -1.2204, -1.1034, 0.6988, -1.3261, -0.7806, -0.7431, 0.4727, 0.2701, 0.2314, 0.4215, 0.3777, 0.0780, 0.4497, 0.2127, 0.2421, 0.3298, 0.4961, -0.2082, 0.2735, 0.3203, 0.5104, 0.2483, 0.4672, 0.2599, 0.3381, 0.3837, 0.3076, 0.2776, -0.0357, 0.5482, 0.4186, 0.4405, -0.1534

***

[4]
DFT (wB97M-V/def2-TZVPD) results for a structure of composition C32H43MnN3O in a non-equilibrium geometry.

As for the multiplicity: 5. The calculation puts the LUMO energy (spin up / spin down) at 0.089 / 0.089 hartree. The charge is -1. The energy comes out at -71716.822 eV.

Structure (XYZ):
```
80
C32H43MnN3O, DFT wB97M-V/def2-TZVPD
Mn -0.5070 -0.0427 -0.7003
N -1.3289 3.1209 -2.6050
N 1.4925 0.9382 -1.3687
C -1.1020 -2.0388 -0.4950
C -0.9716 -1.6891 -1.8992
C -1.9235 -0.6325 -2.1769
C -2.2161 0.0051 -3.4914
H -1.5264 -0.3542 -4.2645
H -2.1168 1.1005 -3.4179
H -3.2420 -0.2218 -3.8212
C -2.6528 -0.3545 -0.9715
C -3.8501 0.5182 -0.8878
H -4.7496 0.0005 -1.2626
H -3.7175 1.4259 -1.4930
H -4.0451 0.8183 0.1484
C -2.1397 -1.2065 0.0725
C -2.7369 -1.3671 1.4219
H -3.0982 -0.4026 1.8002
H -2.0025 -1.7604 2.1360
H -3.5901 -2.0654 1.4055
C -0.1255 -2.3922 -2.8989
H -0.6729 -3.2183 -3.3828
H 0.7660 -2.8243 -2.4262
H 0.2023 -1.7060 -3.6906
C -0.4088 -3.1517 0.2084
H -0.2820 -2.9187 1.2747
H 0.5909 -3.3206 -0.2114
H -0.9711 -4.0976 0.1363
C -1.7363 4.3995 -2.5545
H -2.6085 4.6702 -3.1548
C -1.1012 5.3691 -1.7628
H -1.5091 6.3794 -1.7158
C 0.0467 5.0111 -1.0527
H 0.5862 5.7308 -0.4404
C 0.5027 3.6995 -1.1437
H 1.4082 3.3544 -0.6562
C -0.2271 2.7787 -1.9095
C 0.1722 1.3630 -2.0261
H 0.1089 1.0203 -3.0670
C 1.3185 -0.0450 -0.4218
C 2.8162 1.0431 -1.7416
H 3.1676 1.7791 -2.4410
C 3.4904 0.1194 -1.0309
H 4.5354 -0.1184 -1.0063
N 2.5629 -0.5723 -0.2536
C 2.8536 -1.7270 0.5282
C 3.4491 -2.8428 -0.0753
C 3.6486 -3.9895 0.7076
H 4.1060 -4.8720 0.2515
C 3.2701 -4.0244 2.0521
C 3.5165 -5.2450 2.8884
H 2.6960 -5.3996 3.5976
H 4.4421 -5.1460 3.4717
H 3.6123 -6.1316 2.2544
C 2.6915 -2.8896 2.6298
H 2.4025 -2.9028 3.6838
C 2.4955 -1.7254 1.8793
C 1.9245 -0.5058 2.5243
H 2.4277 0.4195 2.2162
H 2.0194 -0.5929 3.6152
H 0.8530 -0.3922 2.3056
C 3.8330 -2.8542 -1.5211
H 4.7390 -2.2625 -1.7149
H 3.0376 -2.4872 -2.1854
H 4.0505 -3.8882 -1.8190
C -1.1622 2.5220 3.6358
C -0.8772 1.6658 2.4198
O -1.8625 1.7477 1.3873
C -2.1360 3.0706 0.9064
C -3.4501 3.6069 1.4280
H -0.4509 2.2489 4.4208
H -2.1745 2.3506 4.0187
H -1.0250 3.5866 3.4170
H 0.1039 1.9224 1.9817
H -0.8570 0.6044 2.7016
H -1.3066 3.7448 1.1732
H -2.1661 2.9892 -0.1893
H -3.4135 3.7104 2.5177
H -4.2785 2.9495 1.1410
H -3.6208 4.5946 0.9893
```

Let us look at the Mulliken charges, expressed in e, one per atom: -0.6781, -0.3899, 0.7767, 0.3116, 1.4141, -0.0497, -1.3237, 0.3006, 0.3495, 0.3038, 0.8974, -1.5449, 0.3265, 0.2854, 0.2241, 0.4311, -1.4388, 0.2459, 0.3248, 0.2586, -1.7096, 0.2301, 0.2711, 0.3747, -1.3243, 0.2567, 0.1827, 0.2181, -0.4915, 0.3153, -0.4409, 0.3231, -0.8319, 0.3761, -0.3003, 0.2611, -0.6301, 0.2801, 0.5413, -0.2641, -1.1469, 0.5651, -0.7012, 0.6981, 1.0623, 0.2489, 1.3077, -1.0985, 0.3282, 0.8082, -1.5406, 0.3703, 0.2869, 0.3688, -1.2373, 0.3605, 1.1822, -1.1584, 0.2544, 0.5345, -0.2488, -1.8425, 0.3848, 0.2870, 0.3911, -1.7206, 0.4276, -0.1460, 0.5328, -1.5940, 0.4642, 0.2986, 0.3528, 0.1461, 0.0686, 0.5021, -0.4651, 0.3370, 0.1871, 0.4813